No. 1
Density functional theory data (ωB97M-V/def2-TZVPD) for C22H33BClN4NaO2Si as an isolated structure.

Positions of all 65 atoms, in Å:
Na1 1.203 0.488 0.024
B1 4.074 -1.751 1.217
N1 4.619 -0.478 0.506
C1 5.901 -0.156 0.266
C2 5.930 1.035 -0.434
C3 4.571 1.371 -0.568
N2 3.793 0.454 -0.007
N3 3.397 -2.675 0.159
C4 3.652 -3.973 -0.079
C5 2.779 -4.415 -1.055
C6 2.003 -3.279 -1.341
N4 2.378 -2.237 -0.609
H1 5.038 -2.355 1.668
H2 3.274 -1.435 2.077
H3 6.694 -0.801 0.609
H4 6.794 1.580 -0.777
H5 4.121 2.241 -1.024
H6 4.438 -4.479 0.459
H7 2.706 -5.403 -1.479
H8 1.185 -3.170 -2.036
Cl1 -0.401 8.180 -0.326
C7 0.216 6.548 -0.059
C8 1.399 6.368 0.685
C9 1.893 5.118 0.919
C10 1.238 3.915 0.438
O1 1.670 2.779 0.732
C11 0.066 4.161 -0.375
C12 -0.638 3.089 -1.064
O2 -0.277 1.934 -1.185
C13 -0.426 5.459 -0.576
H9 1.913 7.240 1.073
H10 2.799 4.977 1.496
H11 -1.597 3.403 -1.534
H12 -1.328 5.590 -1.168
C14 -1.466 -3.172 0.631
Si1 -1.547 -1.276 0.199
C15 -2.824 -0.666 1.612
C16 -3.090 0.837 1.479
C17 -2.078 -0.870 2.936
C18 -4.168 -1.385 1.718
C19 -2.593 -1.387 -1.500
C20 -3.197 -0.031 -1.867
C21 -3.689 -2.450 -1.571
C22 -1.562 -1.734 -2.581
H13 -2.436 -3.671 0.764
H14 -0.881 -3.322 1.545
H15 -0.921 -3.708 -0.156
H16 -2.153 1.392 1.362
H17 -3.601 1.220 2.378
H18 -3.720 1.074 0.619
H19 -1.130 -0.325 2.947
H20 -1.850 -1.923 3.124
H21 -2.692 -0.504 3.776
H22 -4.796 -1.202 0.843
H23 -4.730 -1.031 2.600
H24 -4.047 -2.468 1.819
H25 -4.070 0.202 -1.249
H26 -3.535 -0.032 -2.918
H27 -2.468 0.777 -1.743
H28 -4.499 -2.263 -0.864
H29 -3.297 -3.449 -1.361
H30 -4.135 -2.478 -2.581
H31 -0.765 -0.987 -2.632
H32 -2.048 -1.787 -3.570
H33 -1.092 -2.704 -2.393

Calculated values
Multiplicity: 1
Frontier orbital gap in eV: 4.5263
Total charge: -2
E_LUMO in eV: 4.0


No. 2
Density functional theory data (ωB97M-V/def2-TZVPD) for CH2FO2S as an isolated structure.

Positions of all 7 atoms, in Å:
C1 0.141 -0.633 -0.215
O1 2.325 -0.998 1.152
O2 2.432 -0.403 -1.341
F1 2.509 1.666 0.362
S1 1.785 -0.255 -0.022
H1 -0.148 0.087 -0.883
H2 -0.564 -0.527 0.617

Calculated values
Multiplicity: 1
Frontier orbital gap in eV: 8.6215
Total charge: -1
E_LUMO in eV: 4.0


No. 3
Density functional theory data (ωB97M-V/def2-TZVPD) for C2H3CrO2 as an isolated structure.

Positions of all 8 atoms, in Å:
O1 0.182 0.520 0.556
C1 0.100 -1.262 0.698
C2 0.095 -0.168 -0.544
H1 -0.916 -1.480 1.025
H2 0.979 -1.852 0.940
H3 0.919 -0.234 -1.262
Cr1 -1.213 2.981 -0.771
O2 -0.146 1.495 -0.643

Calculated values
Multiplicity: 5
Frontier orbital gap (spin up / spin down) in eV: 8.2267 / 7.9973
Total charge: +3
<S²>: 6.0874
E_LUMO (spin up / spin down) in eV: -19.1 / -19.5


No. 4
Density functional theory data (ωB97M-V/def2-TZVPD) for C24H26BrFMnN9O7 as an isolated structure.

Positions of all 69 atoms, in Å:
Mn1 0.013 -0.482 0.156
F1 -3.702 -4.502 4.055
C1 -3.905 -4.237 2.754
C2 -3.038 -3.385 2.153
C3 -3.195 -3.034 0.802
C4 -2.284 -2.157 0.129
O1 -1.295 -1.660 0.810
C5 -2.513 -1.899 -1.222
C6 -3.611 -2.468 -1.844
N1 -4.482 -3.251 -1.225
C7 -5.599 -3.809 -1.987
C8 -6.322 -2.921 -2.950
C9 -6.989 -3.338 -1.676
C10 -4.291 -3.580 0.116
C11 -5.173 -4.463 0.752
C12 -5.016 -4.832 2.083
N2 -5.889 -5.705 2.722
C13 -5.502 -6.407 3.961
C14 -6.532 -7.459 4.339
N3 -7.898 -6.850 4.233
C15 -8.217 -6.481 2.796
C16 -6.935 -6.388 1.974
C17 -1.668 -1.040 -2.083
O2 -1.874 -0.855 -3.244
O3 -0.594 -0.452 -1.502
H1 -2.226 -2.976 2.735
H2 -3.785 -2.272 -2.893
H3 -5.434 -4.844 -2.259
H4 -6.637 -3.371 -3.879
H5 -6.018 -1.887 -3.028
H6 -7.786 -4.066 -1.721
H7 -7.096 -2.579 -0.912
H8 -5.974 -4.860 0.156
H9 -5.411 -5.696 4.780
H10 -4.542 -6.919 3.861
H11 -6.379 -7.786 5.366
H12 -6.528 -8.333 3.692
H13 -7.936 -6.014 4.821
H14 -8.608 -7.489 4.599
H15 -8.755 -5.536 2.825
H16 -8.875 -7.252 2.398
H17 -7.204 -5.836 1.080
H18 -6.606 -7.376 1.640
Br1 3.376 -0.576 -1.338
C18 2.432 1.020 -1.102
C19 2.981 2.184 -1.634
C20 2.330 3.387 -1.450
C21 1.148 3.412 -0.716
C22 0.667 2.221 -0.235
N4 1.282 1.034 -0.427
C23 -0.578 2.138 0.578
O4 -1.170 3.060 1.040
O5 -0.981 0.860 0.783
H19 3.909 2.124 -2.184
H20 2.743 4.296 -1.866
H21 0.597 4.321 -0.515
N5 1.072 1.294 2.897
N6 1.435 0.162 3.630
C24 1.620 -1.025 3.056
N7 2.109 -2.015 3.784
N8 1.272 -1.138 1.739
N9 1.535 -2.278 1.067
O6 2.098 -3.249 1.466
O7 1.089 -2.172 -0.112
H22 1.782 2.008 3.026
H23 0.177 1.640 3.230
H24 1.647 0.250 4.617
H25 2.424 -1.846 4.728
H26 2.309 -2.910 3.363

Calculated values
Multiplicity: 4
Frontier orbital gap (spin up / spin down) in eV: 6.7394 / 7.0844
Total charge: +3
<S²>: 3.8471
E_LUMO (spin up / spin down) in eV: -9.3 / -8.9


No. 5
Density functional theory data (ωB97M-V/def2-TZVPD) for a 6-piece molecular cluster, C13H39O6 overall.

Positions of all 58 atoms, in Å:
O1 0.786 0.125 0.623
H1 1.700 -0.229 0.436
H2 0.504 -0.113 1.570
H3 0.151 -0.220 -0.088
C1 2.364 1.396 -2.371
C2 2.700 -0.067 -2.391
C3 4.029 -0.386 -3.069
O2 2.734 -0.499 -1.009
H4 2.382 1.871 -3.349
H5 3.043 1.913 -1.692
H6 1.345 1.533 -1.990
H7 1.906 -0.624 -2.906
H8 4.136 0.140 -4.009
H9 4.157 -1.466 -3.108
H10 4.814 0.002 -2.403
H11 3.357 -1.228 -0.931
C4 -0.556 -3.302 -2.001
C5 -1.012 -2.590 -0.729
C6 -0.250 -3.038 0.491
O3 -0.837 -1.159 -0.877
H12 0.530 -3.206 -2.109
H13 -0.997 -2.838 -2.884
H14 -0.786 -4.363 -1.938
H15 -2.088 -2.756 -0.628
H16 -0.576 -4.047 0.746
H17 -0.436 -2.416 1.371
H18 0.825 -3.059 0.311
H19 -1.164 -0.892 -1.743
C7 -2.662 -1.201 3.403
C8 -1.926 -0.198 2.529
C9 -2.403 1.221 2.808
O4 -0.478 -0.282 2.788
H20 -2.078 -2.120 3.481
H21 -3.629 -1.460 2.974
H22 -2.792 -0.805 4.410
H23 -2.082 -0.393 1.468
H24 -3.450 1.325 2.506
H25 -1.855 1.990 2.258
H26 -2.326 1.466 3.870
H27 -0.350 0.001 3.700
C10 -2.612 4.389 -1.857
C11 -2.604 3.009 -1.273
C12 -1.225 2.340 -1.277
O5 -3.171 3.100 0.053
H28 -3.558 4.898 -1.716
H29 -2.367 4.339 -2.920
H30 -1.803 4.987 -1.415
H31 -3.302 2.387 -1.856
H32 -0.840 2.227 -0.266
H33 -0.513 2.946 -1.845
H34 -1.272 1.384 -1.804
H35 -3.203 2.223 0.445
C13 3.378 -0.779 2.923
O6 2.615 -1.448 1.938
H36 2.744 -0.013 3.375
H37 3.632 -1.440 3.762
H38 4.287 -0.328 2.529
H39 3.082 -2.250 1.687

Calculated values
Multiplicity: 1
Frontier orbital gap in eV: 10.2833
Total charge: +1
E_LUMO in eV: -2.3


No. 6
Density functional theory data (ωB97M-V/def2-TZVPD) for a 2-piece molecular cluster, C2H4F2Si overall.

Positions of all 9 atoms, in Å:
C1 -1.026 1.215 0.685
C2 -0.123 0.376 1.120
F1 -1.359 1.230 -0.620
F2 0.252 0.456 2.429
Si1 0.707 -1.940 -1.324
H1 -1.711 1.859 1.218
H2 1.973 -2.459 -2.093
H3 0.687 -0.114 0.582
H4 0.599 -0.623 -1.998

Calculated values
Multiplicity: 1
Frontier orbital gap in eV: 7.5621
E_LUMO in eV: -1.3


no.,maximum force (eV Å⁻¹)
1,0.422
2,3.148
3,6.961
4,0.345
5,1.471
6,2.617